The following is a DFT calculation (ωB97M-V with the def2-TZVPD basis set) of C43H43IO14SiTa as an isolated structure.

## Properties
HOMO-LUMO gap: 4.051 eV
Net charge: -1
Energy: -91475.4864 eV
2S+1: 1
HOMO energy: -4.6 eV

Each line ends with the Löwdin charge.
Geometry (Å):
C (4.92411, -0.60305, 2.19431)  -0.27
Si (3.77290, -1.62670, 1.05017)  0.29
C (4.25730, -3.44874, 1.39721)  -0.26
C (4.21210, -1.18134, -0.73712)  -0.26
Ta (1.26746, -1.07951, 1.73196)  0.94
I (1.62272, 1.78945, 1.74837)  0.06
C (0.50415, -0.91470, -0.42450)  -0.45
C (-0.94402, -1.43216, -0.60280)  -0.31
C (-1.96433, -0.46910, 0.01886)  -0.14
C (-2.91338, -0.99911, 1.04707)  -0.52
O (-3.72573, -0.26474, 1.60557)  0.03
O (-2.83212, -2.30245, 1.33245)  0.10
H (5.19952, -1.22922, 3.03735)  0.01
H (4.42669, 0.28048, 2.57336)  -0.04
H (5.82575, -0.30828, 1.65929)  0.01
H (4.19422, -4.05062, 0.49782)  0.01
H (5.26308, -3.48306, 1.79946)  -0.02
H (3.59062, -3.81302, 2.17051)  0.00
H (3.93646, -0.16201, -0.99031)  0.01
H (5.29366, -1.25080, -0.86585)  0.01
H (3.76635, -1.85145, -1.46629)  0.01
H (1.91356, -1.23214, 3.48043)  -0.18
H (-0.42214, -0.93465, 2.48707)  -0.15
H (0.97050, -2.87232, 1.62819)  -0.13
H (1.14159, -1.41838, -1.15045)  0.02
H (0.48679, 0.13891, -0.70451)  0.00
H (-1.01695, -2.42809, -0.18476)  0.07
H (-1.17683, -1.52226, -1.66342)  0.09
H (-1.41662, 0.32442, 0.51925)  0.09
H (-2.56798, 0.01893, -0.73904)  0.12
H (-3.51397, -2.48580, 1.98554)  0.12
C (-4.27879, 2.56572, 2.38473)  0.02
C (-5.05810, 2.57995, 3.46368)  0.03
C (-5.10868, 3.75455, 4.36474)  -0.39
O (-5.82014, 3.77474, 5.34779)  0.09
C (-4.25557, 4.92181, 4.01883)  0.02
C (-3.47394, 4.91196, 2.94338)  0.02
C (-3.42588, 3.73221, 2.04126)  -0.38
O (-2.71847, 3.72919, 1.05484)  0.09
H (-4.22628, 1.71189, 1.71760)  0.09
H (-5.68507, 1.73974, 3.73306)  0.12
H (-4.30905, 5.76919, 4.69072)  0.12
H (-2.84301, 5.75013, 2.67393)  0.12
C (-6.29245, 4.51019, -0.45677)  0.03
C (-5.54781, 3.44204, -0.73171)  0.04
C (-5.95748, 2.46665, -1.77495)  -0.37
O (-5.28681, 1.49226, -2.02979)  0.12
C (-7.22912, 2.73136, -2.49851)  0.02
C (-7.96943, 3.79960, -2.21972)  0.02
C (-7.55961, 4.77361, -1.17814)  -0.39
O (-8.24216, 5.74684, -0.93223)  0.09
H (-6.01249, 5.23324, 0.29974)  0.12
H (-4.61958, 3.23524, -0.21759)  0.09
H (-7.51005, 2.00982, -3.25534)  0.12
H (-8.89819, 4.01263, -2.73485)  0.11
C (7.39707, -7.09409, 1.83120)  0.01
C (8.03778, -7.99359, 2.56791)  0.00
C (9.14158, -7.60386, 3.47579)  -0.40
O (9.72933, -8.42560, 4.14686)  0.10
C (9.50314, -6.16570, 3.53458)  0.02
C (8.86766, -5.26447, 2.79209)  0.02
C (7.76867, -5.66116, 1.87601)  -0.39
O (7.20659, -4.84264, 1.18118)  0.09
H (6.59408, -7.35836, 1.15499)  0.13
H (7.79461, -9.04769, 2.53801)  0.12
H (10.30963, -5.90179, 4.20698)  0.12
H (9.11754, -4.21100, 2.81207)  0.12
C (10.54255, -5.38597, -2.26066)  0.03
C (10.03027, -5.95419, -1.17232)  0.04
C (10.64148, -7.17253, -0.58253)  -0.36
O (10.17771, -7.69488, 0.40878)  0.11
C (11.84336, -7.73170, -1.25091)  0.02
C (12.35456, -7.16275, -2.33833)  0.02
C (11.74486, -5.94380, -2.92916)  -0.39
O (12.21415, -5.42707, -3.91906)  0.11
H (10.11335, -4.49872, -2.70815)  0.13
H (9.15314, -5.56039, -0.67277)  0.11
H (12.27099, -8.61927, -0.80207)  0.12
H (13.22983, -7.55247, -2.84218)  0.12
C (-12.72181, 2.64761, -3.69159)  0.02
C (-13.49980, 2.65832, -2.61329)  0.02
C (-13.54375, 3.83380, -1.70633)  -0.39
O (-14.25345, 3.84249, -0.72524)  0.11
C (-12.68591, 4.99604, -2.04958)  0.03
C (-11.90906, 4.98582, -3.12907)  0.01
C (-11.86608, 3.81128, -4.03561)  -0.40
O (-11.15642, 3.80011, -5.01794)  0.10
H (-12.67243, 1.80169, -4.36532)  0.12
H (-14.13190, 1.82200, -2.34368)  0.12
H (-12.73090, 5.84063, -1.37431)  0.12
H (-11.27507, 5.82213, -3.39523)  0.12
C (0.71225, 5.35260, -3.21107)  0.02
C (-0.15398, 6.27295, -2.79957)  0.01
C (-0.52493, 6.39485, -1.36643)  -0.39
O (-1.31613, 7.23920, -0.99855)  0.09
C (0.10806, 5.45298, -0.41527)  0.02
C (0.97658, 4.52967, -0.82191)  0.00
C (1.34835, 4.40721, -2.25427)  -0.38
O (2.14091, 3.57747, -2.64012)  0.11
H (0.99686, 5.24514, -4.25037)  0.12
H (-0.62778, 6.97137, -3.47807)  0.12
H (-0.18085, 5.55425, 0.62308)  0.12
H (1.43607, 3.83107, -0.12839)  -0.02